Here is a single C21H25N3O5 molecule from OMol25. Energies are from ωB97M-V/def2-TZVPD.

```
54
Properties=species:S:1:pos:R:3:forces:R:3:mulliken_charge:R:1
C -4.126 0.567 0.464 0.025 0.007 -0.026 -1.78
C -2.999 0.426 1.446 0.003 0.020 0.050 0.57
C -1.758 0.990 1.187 0.011 -0.053 -0.015 -0.16
C -0.703 0.786 2.070 0.009 0.054 0.039 0.44
C 0.710 1.250 1.758 -0.116 -0.020 0.089 0.58
O 1.681 0.785 2.321 -0.003 -0.056 -0.041 -0.66
N 0.818 2.167 0.765 0.084 0.103 0.015 -0.15
C 2.063 2.325 0.043 0.026 -0.069 -0.037 -1.79
C 2.639 0.997 -0.478 -0.077 -0.039 0.001 -0.29
C 3.625 1.156 -1.637 0.008 0.043 0.024 0.61
C 4.710 2.180 -1.323 -0.003 -0.019 -0.022 -1.80
C 4.252 -0.212 -1.927 -0.006 0.008 -0.013 -0.96
C 3.212 -1.312 -2.121 -0.024 0.033 0.003 -0.82
C 2.215 -1.341 -0.965 -0.001 0.038 -0.024 -0.72
N 1.621 -0.012 -0.813 0.039 0.066 0.077 0.71
C 0.465 0.317 -1.446 -0.070 -0.156 -0.154 0.22
O 0.234 1.420 -1.927 0.023 0.068 0.066 -0.65
C -0.609 -0.732 -1.453 0.094 0.076 0.067 -0.27
C -0.844 -1.634 -0.357 -0.013 -0.041 -0.052 0.44
C -1.919 -2.441 -0.361 0.006 -0.027 0.004 -0.86
C -2.864 -2.434 -1.462 0.129 0.056 -0.024 0.02
O -3.858 -3.090 -1.571 -0.119 -0.046 0.013 -0.61
O -2.565 -1.543 -2.501 0.014 -0.010 0.015 -0.33
C -1.500 -0.734 -2.457 -0.038 0.025 -0.001 -0.12
N -0.841 0.090 3.194 -0.013 0.001 -0.019 -0.63
C -2.035 -0.429 3.458 0.005 -0.021 -0.024 -0.80
C -3.140 -0.308 2.622 -0.033 0.004 -0.015 0.67
C -4.456 -0.951 2.961 0.007 0.020 0.000 -0.71
O -4.297 -1.803 4.079 0.013 0.001 0.009 -0.52
H -5.030 0.953 0.940 -0.001 0.001 0.000 0.48
H -3.852 1.242 -0.346 -0.009 0.002 0.003 0.36
H -4.382 -0.400 0.023 -0.015 -0.005 0.020 0.30
H -1.625 1.522 0.254 -0.023 0.008 0.002 0.31
H -0.006 2.473 0.283 -0.027 -0.037 -0.029 0.41
H 1.874 3.012 -0.779 0.013 0.000 0.000 0.48
H 2.815 2.759 0.703 0.003 0.047 -0.022 0.49
H 3.177 0.549 0.364 0.019 -0.003 -0.021 0.61
H 3.053 1.487 -2.512 0.006 -0.004 0.000 0.24
H 5.226 1.920 -0.394 0.003 -0.001 0.002 0.37
H 5.454 2.201 -2.121 0.002 0.009 0.003 0.46
H 4.309 3.187 -1.215 0.002 0.003 -0.005 0.39
H 4.895 -0.141 -2.807 0.007 -0.016 0.004 0.39
H 4.899 -0.475 -1.082 0.012 0.001 -0.001 0.33
H 2.657 -1.135 -3.048 0.001 -0.014 -0.004 0.27
H 3.697 -2.286 -2.215 0.003 -0.010 0.004 0.44
H 1.439 -2.077 -1.156 0.015 -0.025 0.005 0.69
H 2.712 -1.599 -0.026 -0.020 -0.017 0.008 0.30
H -0.160 -1.632 0.484 -0.021 -0.002 0.028 0.61
H -2.148 -3.116 0.451 0.016 0.005 0.009 0.44
H -1.443 -0.072 -3.310 0.016 0.006 0.005 0.52
H -2.124 -0.993 4.377 0.010 0.007 0.010 0.47
H -5.195 -0.166 3.173 -0.001 0.010 -0.014 0.34
H -4.822 -1.509 2.091 0.015 -0.026 -0.012 0.36
H -5.151 -2.185 4.299 -0.009 -0.005 -0.001 0.31
```
Forces are in eV/Å.

- Molar mass: 399.447 g mol⁻¹
- Spin multiplicity: 1
- Kohn-Sham gap: 9.260 eV
- Relative energy (zero: lowest compared OMol25 entry of this formula, charge and spin): 39.3 kcal/mol